No. 1
The following is a quantum chemistry calculation of a molecular structure, C14H24N6O3RhSSe2, from the Open Molecules 2025 dataset.

Element x y z (Å)
Rh1 -0.449 0.037 0.090
O1 -4.886 3.567 -0.167
C1 -4.705 2.613 0.846
C2 -3.409 1.813 0.570
C3 -3.339 0.706 1.642
O2 -1.994 0.352 1.909
C4 -2.245 2.804 0.722
Se1 -0.544 2.440 -0.194
C5 -3.524 1.242 -0.852
Se2 -2.515 -0.409 -1.232
H1 -5.702 4.052 -0.006
H2 -5.554 1.915 0.881
H3 -4.618 3.102 1.828
H4 -3.917 -0.163 1.293
H5 -3.790 1.080 2.572
H6 -1.980 -0.360 2.559
H7 -1.988 2.898 1.780
H8 -2.573 3.777 0.352
H9 -3.197 1.992 -1.576
H10 -4.565 0.999 -1.069
C6 -0.345 -4.420 -1.898
N1 0.538 -3.279 -1.988
C7 1.456 -3.150 -2.965
C8 2.253 -2.054 -3.052
C9 2.034 -1.009 -2.112
N2 1.095 -1.139 -1.182
C10 0.384 -2.277 -1.046
O3 -0.390 -2.440 -0.100
N3 2.763 0.107 -2.100
H11 0.141 -5.304 -2.300
H12 -1.271 -4.219 -2.440
H13 -0.601 -4.578 -0.852
H14 1.526 -3.967 -3.666
H15 3.007 -1.974 -3.816
H16 3.454 0.278 -2.809
H17 2.481 0.850 -1.475
C11 5.402 0.863 1.316
C12 4.243 1.481 2.104
C13 3.083 0.565 2.148
N4 1.957 0.760 1.579
N5 1.080 -0.236 1.725
C14 1.535 -1.253 2.404
N6 0.796 -2.345 2.663
S1 3.171 -0.999 2.976
H18 6.241 1.553 1.307
H19 5.107 0.665 0.288
H20 5.723 -0.074 1.768
H21 3.919 2.415 1.642
H22 4.585 1.692 3.119
H23 0.046 -2.509 2.000
H24 1.246 -3.158 3.050

Summary:
- HOMO (spin up / spin down): -10.08 / -10.06 eV
- LUMO energy (spin up / spin down): -3.7 / -3.5 eV
- Total charge: +1



No. 2
The following is a quantum chemistry calculation of a gas-phase ion, C3H5OS (charge -1), from the Open Molecules 2025 dataset.

Element x y z (Å)
C1 -1.356 0.254 0.035
C2 1.041 -0.030 0.480
C3 0.023 -0.055 -0.594
O1 -1.628 1.307 0.577
S1 -2.420 -1.093 -0.197
H1 0.981 0.940 0.947
H2 0.835 -0.762 1.131
H3 1.996 -0.110 0.054
H4 -0.015 -1.092 -1.180
H5 0.543 0.642 -1.253

Summary:
- ΔE to the lowest compared entry with this formula, charge and spin: 4.0 kcal/mol
- HOMO: -2.88 eV
- LUMO energy: 4.1 eV
- Total charge: -1
- SMILES: CCC([O-])=S



No. 3
The following is a quantum chemistry calculation of a molecular structure, C40H20N8O3ReS, from the Open Molecules 2025 dataset.

Element x y z (Å)
Re1 0.432 -0.282 -0.043
C1 2.098 5.158 2.587
C2 1.837 4.526 3.799
C3 1.121 3.337 3.870
C4 0.675 2.790 2.680
C5 0.010 1.544 2.328
N1 -0.553 0.695 3.150
C6 -1.138 -0.415 2.759
C7 -2.098 -1.097 3.611
C8 -2.644 -0.781 4.843
C9 -3.619 -1.630 5.346
C10 -4.030 -2.759 4.645
C11 -3.482 -3.079 3.413
C12 -2.512 -2.236 2.903
C13 -1.831 -2.179 1.620
N2 -2.051 -3.076 0.690
C14 -1.852 -2.862 -0.585
N3 -1.647 -1.649 -1.132
C15 -1.536 -1.786 -2.472
N4 -1.417 -0.772 -3.296
C16 -1.140 0.447 -2.893
N5 -0.553 0.825 -1.717
C17 -0.411 2.190 -1.720
N6 0.111 2.982 -0.814
C18 0.333 2.616 0.428
N7 -0.092 1.455 0.974
C19 0.905 3.456 1.458
C20 1.623 4.635 1.394
C21 -0.956 2.725 -2.946
C22 -1.095 4.028 -3.392
C23 -1.741 4.225 -4.600
C24 -2.220 3.147 -5.340
C25 -2.057 1.837 -4.910
C26 -1.418 1.630 -3.697
C27 -1.692 -3.191 -2.838
C28 -1.623 -3.879 -4.033
C29 -1.823 -5.254 -4.002
C30 -2.071 -5.923 -2.810
C31 -2.112 -5.243 -1.599
C32 -1.918 -3.876 -1.628
N8 -1.021 -1.088 1.581
H1 2.693 6.061 2.573
H2 2.206 4.972 4.712
H3 0.943 2.850 4.816
H4 -2.325 0.105 5.368
H5 -4.077 -1.413 6.297
H6 -4.794 -3.392 5.074
H7 -3.807 -3.942 2.856
H8 1.820 5.097 0.439
H9 -0.709 4.847 -2.807
H10 -1.874 5.230 -4.974
H11 -2.723 3.341 -6.275
H12 -2.418 1.009 -5.500
H13 -1.395 -3.367 -4.953
H14 -1.778 -5.818 -4.923
H15 -2.226 -6.992 -2.822
H16 -2.277 -5.757 -0.665
O1 3.142 0.136 3.092
C33 2.894 -0.161 1.935
O2 1.760 -0.622 1.557
C34 4.008 -0.045 0.909
C35 5.288 -0.340 1.373
C36 6.396 -0.220 0.555
C37 6.246 0.240 -0.745
C38 4.989 0.533 -1.223
C39 3.857 0.368 -0.418
S1 2.352 0.785 -1.202
H17 5.394 -0.652 2.401
H18 7.376 -0.473 0.928
H19 7.107 0.361 -1.386
H20 4.849 0.888 -2.232
O3 1.319 -2.893 -1.440
C40 0.973 -1.928 -0.932

Summary:
- ΔE to the lowest compared entry with this formula, charge and spin: 11.7 kcal/mol
- Multiplicity: 2
- HOMO (spin up / spin down): -6.91 / -7.00 eV
- LUMO energy (spin up / spin down): -2.1 / -2.7 eV
- Total charge: 0



No. 4
The following is a quantum chemistry calculation of 6 unconnected molecules or ions with the total composition C56H62F5INO5, from the Open Molecules 2025 dataset.

Element x y z (Å)
C1 -3.623 1.547 1.672
C2 -3.697 1.616 0.004
O1 -2.366 1.673 -0.620
C3 -2.424 1.265 -2.055
C4 -2.012 -0.322 -2.118
O2 -0.582 -0.584 -2.353
C5 0.095 -1.006 -1.082
C6 -0.162 -2.549 -0.553
C7 -1.073 -3.683 -1.338
C8 -2.692 -3.612 -1.583
C9 -3.397 -4.904 -2.377
C10 -2.553 -6.229 -2.885
C11 -0.908 -6.301 -2.644
C12 -0.228 -5.020 -1.879
C13 0.530 -3.061 0.881
C14 0.265 -4.604 1.463
O3 1.241 -5.538 1.555
O4 -1.074 -5.046 1.976
C15 -0.988 -4.922 3.453
C16 -2.183 -3.974 4.090
C17 -2.280 -4.049 5.739
I1 -4.118 -3.010 6.444
C18 1.452 -1.946 1.666
C19 1.664 -0.427 0.997
C20 2.640 0.586 1.884
N1 0.993 -0.005 -0.326
C21 1.186 1.365 -0.938
C22 2.036 1.300 -2.377
C23 3.659 1.262 -2.138
C24 4.312 2.774 -2.310
C25 5.636 2.811 -1.316
O5 5.993 4.192 -0.926
C26 5.165 4.619 0.224
H1 -4.619 2.006 2.139
H2 -3.543 0.421 2.060
H3 -2.689 2.104 2.111
H4 -4.236 0.648 -0.422
H5 -4.284 2.605 -0.289
H6 -1.608 1.855 -2.663
H7 -3.500 1.516 -2.439
H8 -2.667 -0.890 -2.937
H9 -2.257 -0.770 -1.040
H10 -3.324 -2.684 -1.221
H11 -4.568 -4.925 -2.611
H12 -3.029 -7.169 -3.424
H13 -0.252 -7.228 -2.977
H14 0.945 -5.084 -1.677
H15 0.053 -4.387 3.670
H16 -0.958 -5.953 4.011
H17 -1.973 -2.828 3.838
H18 -3.201 -4.361 3.651
H19 -2.279 -5.166 6.105
H20 -1.388 -3.486 6.248
H21 1.933 -2.261 2.685
H22 3.475 1.108 1.245
H23 3.083 0.029 2.840
H24 1.922 1.421 2.314
H25 0.162 1.906 -1.228
H26 1.770 2.131 -0.270
H27 1.745 0.381 -3.039
H28 1.672 2.266 -2.975
H29 4.143 0.585 -2.969
H30 3.821 0.828 -1.039
H31 3.559 3.646 -2.104
H32 4.628 2.870 -3.451
H33 6.525 2.353 -1.951
H34 5.483 2.182 -0.320
H35 4.047 4.451 -0.087
H36 5.321 5.771 0.456
H37 5.429 4.048 1.211
F1 3.705 -1.443 -2.888
C27 4.154 -2.455 -2.133
C28 3.265 -3.151 -1.322
C29 3.731 -4.207 -0.540
C30 5.085 -4.549 -0.569
C31 5.971 -3.842 -1.383
C32 5.503 -2.793 -2.173
H38 2.218 -2.865 -1.306
H39 3.042 -4.763 0.092
H40 5.449 -5.371 0.045
H41 7.026 -4.107 -1.401
H42 6.176 -2.238 -2.818
F2 -10.044 0.698 5.198
C33 -9.369 -0.440 5.408
C34 -9.755 -1.598 4.742
C35 -9.049 -2.781 4.957
C36 -7.970 -2.796 5.844
C37 -7.593 -1.630 6.512
C38 -8.293 -0.444 6.288
H43 -10.601 -1.569 4.063
H44 -9.338 -3.690 4.436
H45 -7.422 -3.720 6.015
H46 -6.756 -1.644 7.205
H47 -8.008 0.474 6.792
F3 -1.331 -9.161 -2.482
C39 -0.828 -9.767 -1.398
C40 -0.736 -11.154 -1.370
C41 -0.208 -11.785 -0.244
C42 0.213 -11.021 0.848
C43 0.112 -9.630 0.812
C44 -0.406 -8.999 -0.318
H48 -1.076 -11.731 -2.224
H49 -0.124 -12.869 -0.215
H50 0.621 -11.514 1.728
H51 0.436 -9.037 1.665
H52 -0.484 -7.918 -0.366
F4 3.668 7.116 0.331
C45 3.906 8.272 -0.302
C46 4.804 8.299 -1.363
C47 5.048 9.502 -2.026
C48 4.399 10.668 -1.613
C49 3.503 10.632 -0.543
C50 3.251 9.427 0.112
H53 5.305 7.385 -1.665
H54 5.742 9.531 -2.863
H55 4.593 11.606 -2.128
H56 3.002 11.541 -0.221
H57 2.551 9.379 0.940
F5 -0.222 10.484 -0.650
C51 -0.399 10.574 -1.975
C52 -1.682 10.736 -2.484
C53 -1.866 10.835 -3.863
C54 -0.764 10.762 -4.719
C55 0.520 10.595 -4.198
C56 0.704 10.506 -2.818
H58 -2.527 10.782 -1.805
H59 -2.865 10.969 -4.271
H60 -0.909 10.835 -5.795
H61 1.376 10.534 -4.866
H62 1.696 10.385 -2.396

Summary:
- HOMO: -10.43 eV
- LUMO energy: -4.7 eV
- Total charge: +1